(1)
The following is a DFT calculation (ωB97M-V with the def2-TZVPD basis set) of the molecule C24H30N4O3.

Element x y z (Å)
H -5.62 1.84 0.51
H -2.26 2.90 -0.55
H 0.13 -5.99 1.40
H 6.09 -0.26 -0.72
C 0.88 -3.46 -0.82
C 4.55 3.81 0.03
H 5.27 4.60 0.17
H -0.43 -3.76 2.38
C 4.95 2.50 0.09
C 2.25 3.18 -0.40
H -4.47 -1.33 -1.85
O -1.34 1.19 -1.74
C -2.62 2.68 1.58
C -3.17 1.25 1.62
H 5.99 2.24 0.26
N -0.64 2.00 0.25
H -5.78 1.10 -2.17
C -3.40 -0.26 -0.29
C -4.87 1.57 -0.24
H -2.07 2.85 2.51
C 3.99 1.51 -0.10
H -1.29 3.97 0.48
H -0.06 -3.53 -1.37
C -5.41 0.58 -1.28
H 1.70 -4.11 1.06
H 1.66 -4.01 -1.35
C 2.62 -1.81 -0.47
C 0.20 -5.51 0.43
N -3.79 0.84 0.39
C 0.71 -4.08 0.58
C 2.91 -0.41 -0.36
H -0.67 -1.44 -1.07
H 5.18 -1.61 -0.01
C 0.34 -1.11 -0.88
C 3.22 4.15 -0.22
H -2.36 0.54 1.80
H 0.86 -6.10 -0.20
H -3.89 1.18 2.44
H 1.23 3.45 -0.62
H -6.22 -0.01 -0.86
H -1.19 -3.09 0.94
C -1.70 2.96 0.38
N 4.14 0.15 -0.12
H -0.79 -5.51 -0.02
H 0.03 1.92 1.00
O -2.57 -1.06 0.08
C -0.24 -3.25 1.44
O 3.42 -2.73 -0.35
C 1.94 0.60 -0.47
H 5.81 -0.31 1.03
C -0.55 1.17 -0.82
C 0.59 0.22 -0.73
C 5.38 -0.55 0.06
N 1.28 -2.07 -0.75
H -3.44 3.40 1.55
H 2.94 5.19 -0.28
H -3.57 0.10 -2.35
C 2.63 1.84 -0.33
H -4.50 2.48 -0.71
H 0.19 -2.28 1.67
C -4.21 -0.31 -1.57

Charge: 0
Spin multiplicity: 1
Energy above the lowest of the compared OMol25 structures with the same formula, charge and spin: 4.4 kcal/mol

---

(2)
The following is a DFT calculation (ωB97M-V with the def2-TZVPD basis set) of a structure of composition C24H31AsCl2IrN5O3PS3 in a non-equilibrium geometry.

Element x y z (Å)
C 0.32 1.16 3.99
S 1.01 4.27 0.20
C -3.42 -1.45 -1.35
H -1.95 -3.55 0.06
H 6.48 -0.43 -0.24
C 5.25 1.12 -1.93
N 5.30 1.26 -0.48
As 0.47 -2.85 -0.34
H -4.70 6.07 0.29
C -4.65 -2.07 -1.17
C -2.73 -1.03 -0.22
H 2.10 0.07 -2.40
C -4.41 5.04 0.18
Ir 0.38 1.56 0.55
H 2.77 1.71 -2.60
Cl 1.36 0.17 2.98
H 4.35 2.10 1.16
N -1.33 3.12 0.09
H -0.81 -4.84 0.52
C 2.87 0.77 -2.05
C -4.51 -1.80 1.23
H -6.15 -2.73 0.22
C -0.68 4.26 0.18
H -6.40 4.33 -0.05
H -3.37 1.29 -0.11
H -5.75 1.96 -0.20
N 4.46 -0.94 -0.22
H 5.60 0.07 1.22
C -5.36 4.06 0.01
H 2.81 -3.93 -0.64
C -2.68 3.30 0.08
H 0.97 -3.14 -2.83
H 0.90 1.57 4.82
H 1.55 -5.16 -0.45
C -1.44 -0.32 -0.15
C 0.05 -3.14 -2.24
C -3.07 4.67 0.20
C 4.38 -1.07 -1.67
H -0.58 -2.34 -2.62
N -1.09 0.02 1.07
H 2.44 -1.33 0.16
H 3.56 -1.74 -1.92
O -0.69 -0.01 -1.11
H -5.20 -2.43 -2.03
C -3.29 -1.20 1.04
S -2.15 -0.52 2.23
C -3.66 2.33 -0.04
H 2.16 -4.27 0.96
C -4.98 2.71 -0.09
O -1.46 -1.53 2.97
C 5.54 -0.03 0.13
O -2.66 0.60 2.96
H 5.11 2.10 -2.39
C 4.21 1.99 0.08
H 4.14 2.98 -0.37
C -1.01 -3.77 0.56
C 3.22 -0.58 0.39
H -0.52 0.55 4.32
N 4.17 0.22 -2.29
C -5.19 -2.25 0.10
Cl -0.27 2.48 3.00
C 1.91 -4.19 -0.09
H -3.01 -1.28 -2.33
P 2.57 1.08 -0.22
H 3.36 -0.53 1.47
H -1.08 -3.46 1.60
H -0.45 -4.10 -2.36
H 6.20 0.70 -2.27
H 5.33 -1.48 -2.03
S -1.68 5.69 0.29
H -4.92 -1.90 2.22

Charge: +2
Spin multiplicity: 6
Energy above the lowest of the compared OMol25 structures with the same formula, charge and spin: 38.2 kcal/mol

---

(3)
The following is a DFT calculation (ωB97M-V with the def2-TZVPD basis set) of a structure of composition C24H31AuN5O in a non-equilibrium geometry.

Element x y z (Å)
H 1.85 2.68 -2.95
H -0.53 5.13 -3.44
C -4.26 -0.78 2.61
H -2.49 0.03 3.33
C -0.53 -2.86 -0.95
H 2.06 3.20 1.09
O -0.22 2.85 -1.29
H 1.08 3.71 -4.18
N -1.70 -0.22 -0.98
H 3.86 -2.23 -0.95
N 1.77 1.20 0.86
H 0.16 3.59 2.65
C -0.04 3.44 -2.34
H -1.29 -2.89 -2.98
C 4.81 -2.01 0.88
H 1.50 -3.45 -0.60
C 0.90 2.96 -3.42
H -2.52 -2.82 -1.72
H 5.55 -2.71 0.50
C -1.70 -0.92 -2.23
H 1.03 -1.26 -2.67
C 3.79 -1.71 0.00
C -3.97 -0.76 -0.47
Au 0.13 0.60 -0.30
H -6.19 -1.43 2.03
H 5.80 -2.06 2.74
C 1.60 2.38 1.66
H -1.32 4.96 -1.91
H -0.56 -2.15 -0.12
C 0.92 -3.02 -1.43
C 2.70 -0.81 0.09
H -0.29 3.15 0.99
H -0.24 0.97 3.09
C -5.23 -1.10 1.66
H 2.59 -1.99 -2.32
H -4.54 -0.98 3.64
H -1.60 2.11 3.00
N 1.76 -0.76 -0.83
H 2.14 2.32 2.61
C -2.68 -0.30 -0.10
H 4.40 -0.62 3.96
C 1.61 -1.73 -1.88
C 4.16 -0.74 2.91
C -1.55 -2.44 -2.02
H 2.71 0.70 3.20
H -0.85 -3.82 -0.56
C 2.57 0.20 1.16
H 0.48 2.07 -3.88
N -0.68 4.59 -2.60
H -0.87 -0.51 -2.82
H -4.11 -0.88 -1.54
C -3.04 -0.18 2.43
C 0.14 2.78 1.92
C -5.09 -1.03 0.28
C -0.78 1.66 2.42
C 3.15 0.06 2.44
N -1.30 0.97 1.28
H 0.94 -3.73 -2.26
C -2.36 0.20 1.24
H -2.62 -0.73 -2.81
H -5.97 -1.30 -0.29
C 4.97 -1.63 2.20

Charge: +1
Spin multiplicity: 3
DFT total energy: -1417.50746 hartree

---

(4)
The following is a DFT calculation (ωB97M-V with the def2-TZVPD basis set) of a cluster of 5 separate species, C24H31BCl13N2O7PS in total in a non-equilibrium geometry.

Element x y z (Å)
H -0.42 3.69 -4.08
H -1.81 -1.80 4.73
Cl 4.73 -6.05 5.22
C -0.45 -0.88 -0.59
Cl 1.73 -2.25 -9.41
O -0.61 -0.85 -5.04
O -1.93 -0.84 4.65
O -1.38 5.73 -2.39
C -0.23 -0.70 -1.94
H 1.62 -2.87 -1.49
H -1.64 5.86 -1.48
O 5.21 -1.21 1.88
C -4.76 2.59 2.67
Cl 5.90 -1.56 5.30
N -1.94 2.42 0.31
Cl -7.79 -2.56 3.93
H -5.62 3.22 2.84
C 2.96 -1.85 1.38
Cl -0.58 3.39 0.94
N 3.93 -1.32 -1.57
C -1.01 0.13 0.16
O -1.42 1.56 -5.00
Cl -6.82 0.04 3.09
Cl 5.96 0.98 6.69
H 0.51 5.56 -3.10
C -0.61 0.49 -2.57
C 4.13 -4.79 4.14
Cl -1.15 -2.45 -9.10
Cl -9.66 -0.37 3.55
C 5.64 0.18 5.16
H -4.92 -1.52 4.18
H 2.18 -0.52 -0.76
H 2.59 -0.84 1.59
Cl 4.00 0.52 4.61
H -1.53 -1.10 -4.88
C 4.53 -0.80 -0.33
H 0.58 3.02 -2.78
H -2.01 3.50 -1.69
C 2.52 -0.89 -1.73
H 0.34 4.98 -1.45
H -4.08 3.69 0.99
C -2.79 2.03 1.40
H 2.19 -2.48 -3.10
H 2.43 -0.06 -2.43
C -1.19 1.52 -1.81
H 0.45 -1.91 -7.48
H 4.17 0.20 -0.07
C -3.89 2.84 1.63
H 6.33 0.56 4.42
B -3.21 -0.55 4.27
C 0.33 -1.66 -8.53
H -2.29 2.69 -3.20
C -0.31 3.60 -3.00
H -0.18 -1.81 -0.11
C -4.53 1.50 3.51
Cl 2.72 -5.34 3.25
H 4.76 -2.75 0.57
P -0.22 0.60 -4.39
C -2.57 0.93 2.22
H 5.43 -1.91 2.50
S -1.20 -0.12 1.90
H 5.60 -0.69 -0.52
Cl 5.41 -4.27 3.03
C 1.69 -2.06 -2.22
C -8.16 -1.11 3.00
H -1.95 1.09 -5.65
H -5.18 1.34 4.35
C -1.39 1.33 -0.43
O -4.24 -1.29 4.82
O 0.36 -1.70 -2.66
H 4.43 -0.85 -2.31
C -0.15 5.01 -2.43
H 2.28 -2.39 0.73
C -3.44 0.66 3.29
H 3.01 -2.35 2.35
Cl 0.19 0.09 -8.66
H 3.85 -3.93 4.74
H -8.29 -1.40 1.97
C -1.55 2.85 -2.42
C 4.39 -1.76 0.84

Charge: 0
Spin multiplicity: 1
Energy above the lowest of the compared OMol25 structures with the same formula, charge and spin: 0.0 kcal/mol

---

(5)
The following is a DFT calculation (ωB97M-V with the def2-TZVPD basis set) of a structure of composition C24H31BaIN2O in a non-equilibrium geometry.

Element x y z (Å)
C -2.94 -0.58 -4.01
C -0.28 -1.70 3.60
H 1.58 -3.90 0.59
C 0.33 -3.45 -3.95
H 2.32 2.08 1.87
H -0.46 1.36 5.14
C 0.14 1.03 3.09
C -3.99 0.35 -3.94
H 0.90 5.40 -0.77
C 1.85 2.82 2.53
H -1.07 -3.90 2.15
C -1.04 -3.33 1.22
H 3.33 -0.75 -0.35
C 0.77 4.39 -1.20
H 2.40 2.83 3.48
H -1.98 -2.77 1.12
H 0.30 3.43 4.75
C 1.37 -3.23 -3.04
C 0.16 -2.37 1.21
Ba 1.35 1.69 -1.26
H 0.32 -4.35 -4.57
H -2.32 2.64 -2.05
C 0.38 2.49 2.78
C -3.79 1.52 -3.21
H -3.06 -1.50 -4.57
C 3.12 -0.03 -1.15
H 1.76 3.95 -1.01
H 1.42 -3.71 2.36
H -0.71 -1.08 5.62
H -1.29 3.22 3.98
C -0.68 -2.50 -4.08
I -1.05 3.88 -0.06
C -0.44 -0.75 4.62
H -1.49 -2.62 -4.78
N -1.51 0.85 -2.68
H 0.20 -1.86 0.24
H 1.94 3.81 2.07
H 2.14 -1.76 -1.66
C 1.45 -3.17 1.40
C -0.27 0.61 4.35
C 0.04 -1.31 2.31
C 1.32 -2.03 -2.32
C -2.52 1.72 -2.62
H 3.80 0.83 -0.94
N 0.38 -1.09 -2.43
H 2.32 -2.51 1.41
H 0.59 4.57 -2.26
H -0.41 -2.77 3.81
O 0.75 0.45 0.86
C -0.23 3.46 3.80
H -0.16 2.68 1.83
H 3.51 -0.46 -2.09
H -0.19 4.48 3.40
H -0.97 -4.03 0.38
C -1.73 -0.32 -3.33
C 0.34 0.07 2.02
H -4.56 2.28 -3.08
H -4.94 0.15 -4.43
C -0.65 -1.33 -3.28
H 2.20 -3.91 -2.87

Charge: 0
Spin multiplicity: 1
Energy above the lowest of the compared OMol25 structures with the same formula, charge and spin: 113.9 kcal/mol

---

(6)
The following is a DFT calculation (ωB97M-V with the def2-TZVPD basis set) of a structure of composition C24H31ClCsF6GeN5O6S2 in a non-equilibrium geometry.

Element x y z (Å)
H -0.15 4.05 1.12
C -2.77 4.13 -5.03
N 1.80 3.44 1.23
H -0.71 1.44 -5.26
Cl -0.69 5.37 3.63
C -1.55 2.12 -3.41
C 3.26 -1.66 3.51
C -3.04 -2.76 -0.90
H -1.76 3.18 -6.68
C 0.72 4.01 1.76
C -2.39 3.15 -2.85
C -2.54 3.26 -1.41
F -1.49 -2.36 -3.83
O 1.38 -1.82 0.16
O 0.59 -3.99 0.99
H -4.52 -4.01 -0.16
H 1.82 4.81 4.87
C 2.95 3.82 3.29
O -0.98 1.24 -2.71
N 0.56 -3.62 -1.45
S 1.05 -2.89 -2.76
H -4.98 -2.31 -0.39
C -2.97 4.11 -3.67
H -0.36 0.80 3.47
H 3.93 0.36 3.18
H -3.93 -0.69 2.51
H -3.63 4.86 -3.23
O 1.27 -1.48 -2.64
C 2.89 3.36 2.00
C 1.83 4.43 3.86
H -4.80 -3.39 -1.81
C -1.36 2.20 -4.83
H 3.75 2.92 1.52
H -0.95 -3.40 4.63
Cs -0.19 -0.23 -0.93
C 3.00 -0.17 3.46
H -3.28 -2.17 6.22
C -0.55 -2.44 4.31
C 0.70 4.53 3.03
N -2.54 4.50 -0.82
H -3.42 -2.41 2.54
H 4.08 -1.88 4.19
C -1.13 0.73 4.23
H -2.85 2.40 1.62
H -2.64 5.13 1.23
F 2.93 -5.14 -0.74
H 3.52 -2.03 2.52
C -2.84 -1.19 6.06
C -3.10 -1.37 2.65
N -2.67 2.32 -0.50
Ge -2.00 -1.07 4.17
F 3.63 -3.12 -1.08
C -0.45 -3.18 -3.88
F -0.93 -4.41 -3.66
H -3.63 -0.45 6.18
F -0.03 -3.17 -5.16
C -2.66 4.31 0.53
O 2.05 -3.64 -3.46
C -1.94 3.16 -5.60
O 1.96 0.20 2.60
H -3.24 4.88 -5.65
C 2.91 -3.90 -0.26
S 1.14 -3.22 -0.07
H 2.37 -2.19 3.84
H 0.22 -2.15 5.03
F 3.60 -3.94 0.90
N -1.95 -2.43 -0.98
H 2.71 0.19 4.45
H -2.42 5.37 -1.30
H -0.09 -2.58 3.34
H 3.87 3.74 3.86
C -4.42 -3.15 -0.81
C -2.74 2.96 0.70
H -2.11 -1.02 6.85
H 1.97 -0.37 1.81
H -1.86 1.52 4.04
H -0.68 0.93 5.19

Charge: -2
Spin multiplicity: 1
Energy above the lowest of the compared OMol25 structures with the same formula, charge and spin: 87.1 kcal/mol

---

(7)
The following is a DFT calculation (ωB97M-V with the def2-TZVPD basis set) of a structure of composition C24H31ClF6N2O3Yb in a non-equilibrium geometry.

Element x y z (Å)
C -3.83 -2.89 -1.66
C -0.34 -1.48 -2.16
F 4.21 2.41 1.82
H -4.73 -2.67 -2.25
C 3.31 2.33 2.83
H 1.19 1.87 4.32
H 1.23 0.10 4.39
H 0.58 4.31 -0.16
N -1.16 -1.62 0.97
C -1.68 -1.49 2.35
F 2.43 3.38 2.68
H 2.67 2.11 0.27
H 3.42 2.10 -1.35
C 0.65 0.05 -3.86
H -4.05 -2.61 -0.61
H -0.95 -3.25 3.45
H -1.84 1.70 -4.30
C -1.79 -2.95 2.81
H -1.68 -4.31 -0.88
F 4.21 -0.28 1.66
C 1.84 0.99 4.25
C -2.89 -1.11 -3.15
C -1.29 -2.87 0.62
H -2.98 0.21 2.02
C -2.10 0.71 -4.70
H -2.74 -3.21 3.28
H -1.53 0.56 -5.63
C 2.72 2.63 -0.69
Cl 2.32 -2.35 -0.15
C 2.48 0.97 2.87
H -0.67 3.20 -0.78
H -3.17 0.73 -4.96
H -3.66 -3.97 -1.68
C 0.91 1.26 -3.03
Yb 0.81 -0.43 0.05
F 4.00 2.57 3.98
H 2.61 1.03 5.02
C -3.05 -0.82 2.37
H 3.09 3.65 -0.53
O 1.65 0.80 1.81
H -1.00 -0.72 4.24
C 1.35 2.67 -1.32
H 2.35 3.86 -2.89
C 1.37 3.43 -2.64
C -1.84 -0.37 -3.69
F 2.86 -1.40 2.98
C -1.36 -2.33 -1.75
C -1.05 -3.41 -0.75
H 0.35 2.71 0.61
H 0.71 -1.59 -1.70
O -1.69 -3.72 1.57
H 0.50 0.36 -4.89
H 0.60 4.21 -2.72
C -0.54 -0.63 -3.25
O 1.08 2.43 -3.66
N 0.97 1.29 -1.72
C 3.53 -0.22 2.83
H -0.61 0.34 2.85
F 4.45 -0.15 3.84
H 1.54 -0.58 -3.78
H -3.43 -0.83 3.39
H -3.91 -0.91 -3.49
C 0.33 3.25 -0.34
H -3.75 -1.38 1.73
C -2.67 -2.11 -2.20
C -0.69 -0.71 3.18
H 0.01 -3.68 -0.80
H 0.30 -1.17 3.09

Charge: -1
Spin multiplicity: 2
Energy above the lowest of the compared OMol25 structures with the same formula, charge and spin: 0.0 kcal/mol

---

Copy entry 2 word for word.
The following is a DFT calculation (ωB97M-V with the def2-TZVPD basis set) of a structure of composition C24H31AsCl2IrN5O3PS3 in a non-equilibrium geometry.

Element x y z (Å)
C 0.32 1.16 3.99
S 1.01 4.27 0.20
C -3.42 -1.45 -1.35
H -1.95 -3.55 0.06
H 6.48 -0.43 -0.24
C 5.25 1.12 -1.93
N 5.30 1.26 -0.48
As 0.47 -2.85 -0.34
H -4.70 6.07 0.29
C -4.65 -2.07 -1.17
C -2.73 -1.03 -0.22
H 2.10 0.07 -2.40
C -4.41 5.04 0.18
Ir 0.38 1.56 0.55
H 2.77 1.71 -2.60
Cl 1.36 0.17 2.98
H 4.35 2.10 1.16
N -1.33 3.12 0.09
H -0.81 -4.84 0.52
C 2.87 0.77 -2.05
C -4.51 -1.80 1.23
H -6.15 -2.73 0.22
C -0.68 4.26 0.18
H -6.40 4.33 -0.05
H -3.37 1.29 -0.11
H -5.75 1.96 -0.20
N 4.46 -0.94 -0.22
H 5.60 0.07 1.22
C -5.36 4.06 0.01
H 2.81 -3.93 -0.64
C -2.68 3.30 0.08
H 0.97 -3.14 -2.83
H 0.90 1.57 4.82
H 1.55 -5.16 -0.45
C -1.44 -0.32 -0.15
C 0.05 -3.14 -2.24
C -3.07 4.67 0.20
C 4.38 -1.07 -1.67
H -0.58 -2.34 -2.62
N -1.09 0.02 1.07
H 2.44 -1.33 0.16
H 3.56 -1.74 -1.92
O -0.69 -0.01 -1.11
H -5.20 -2.43 -2.03
C -3.29 -1.20 1.04
S -2.15 -0.52 2.23
C -3.66 2.33 -0.04
H 2.16 -4.27 0.96
C -4.98 2.71 -0.09
O -1.46 -1.53 2.97
C 5.54 -0.03 0.13
O -2.66 0.60 2.96
H 5.11 2.10 -2.39
C 4.21 1.99 0.08
H 4.14 2.98 -0.37
C -1.01 -3.77 0.56
C 3.22 -0.58 0.39
H -0.52 0.55 4.32
N 4.17 0.22 -2.29
C -5.19 -2.25 0.10
Cl -0.27 2.48 3.00
C 1.91 -4.19 -0.09
H -3.01 -1.28 -2.33
P 2.57 1.08 -0.22
H 3.36 -0.53 1.47
H -1.08 -3.46 1.60
H -0.45 -4.10 -2.36
H 6.20 0.70 -2.27
H 5.33 -1.48 -2.03
S -1.68 5.69 0.29
H -4.92 -1.90 2.22

Charge: +2
Spin multiplicity: 6
Energy above the lowest of the compared OMol25 structures with the same formula, charge and spin: 38.2 kcal/mol

---

Repeat the sixth record exactly.
The following is a DFT calculation (ωB97M-V with the def2-TZVPD basis set) of a structure of composition C24H31ClCsF6GeN5O6S2 in a non-equilibrium geometry.

Element x y z (Å)
H -0.15 4.05 1.12
C -2.77 4.13 -5.03
N 1.80 3.44 1.23
H -0.71 1.44 -5.26
Cl -0.69 5.37 3.63
C -1.55 2.12 -3.41
C 3.26 -1.66 3.51
C -3.04 -2.76 -0.90
H -1.76 3.18 -6.68
C 0.72 4.01 1.76
C -2.39 3.15 -2.85
C -2.54 3.26 -1.41
F -1.49 -2.36 -3.83
O 1.38 -1.82 0.16
O 0.59 -3.99 0.99
H -4.52 -4.01 -0.16
H 1.82 4.81 4.87
C 2.95 3.82 3.29
O -0.98 1.24 -2.71
N 0.56 -3.62 -1.45
S 1.05 -2.89 -2.76
H -4.98 -2.31 -0.39
C -2.97 4.11 -3.67
H -0.36 0.80 3.47
H 3.93 0.36 3.18
H -3.93 -0.69 2.51
H -3.63 4.86 -3.23
O 1.27 -1.48 -2.64
C 2.89 3.36 2.00
C 1.83 4.43 3.86
H -4.80 -3.39 -1.81
C -1.36 2.20 -4.83
H 3.75 2.92 1.52
H -0.95 -3.40 4.63
Cs -0.19 -0.23 -0.93
C 3.00 -0.17 3.46
H -3.28 -2.17 6.22
C -0.55 -2.44 4.31
C 0.70 4.53 3.03
N -2.54 4.50 -0.82
H -3.42 -2.41 2.54
H 4.08 -1.88 4.19
C -1.13 0.73 4.23
H -2.85 2.40 1.62
H -2.64 5.13 1.23
F 2.93 -5.14 -0.74
H 3.52 -2.03 2.52
C -2.84 -1.19 6.06
C -3.10 -1.37 2.65
N -2.67 2.32 -0.50
Ge -2.00 -1.07 4.17
F 3.63 -3.12 -1.08
C -0.45 -3.18 -3.88
F -0.93 -4.41 -3.66
H -3.63 -0.45 6.18
F -0.03 -3.17 -5.16
C -2.66 4.31 0.53
O 2.05 -3.64 -3.46
C -1.94 3.16 -5.60
O 1.96 0.20 2.60
H -3.24 4.88 -5.65
C 2.91 -3.90 -0.26
S 1.14 -3.22 -0.07
H 2.37 -2.19 3.84
H 0.22 -2.15 5.03
F 3.60 -3.94 0.90
N -1.95 -2.43 -0.98
H 2.71 0.19 4.45
H -2.42 5.37 -1.30
H -0.09 -2.58 3.34
H 3.87 3.74 3.86
C -4.42 -3.15 -0.81
C -2.74 2.96 0.70
H -2.11 -1.02 6.85
H 1.97 -0.37 1.81
H -1.86 1.52 4.04
H -0.68 0.93 5.19

Charge: -2
Spin multiplicity: 1
Energy above the lowest of the compared OMol25 structures with the same formula, charge and spin: 87.1 kcal/mol

---

Look up the charge of the first one.
0